Computed, not measured: a gas-phase ion, C6H12N (charge +1), with wB97M-V/def2-TZVPD.

Positions of all 19 atoms, in Å:
C -1.557 -0.935 -1.260
C -0.976 -1.343 0.088
C 0.237 -0.576 0.458
C 0.417 0.717 0.568
C 1.543 1.314 1.249
C 1.472 1.743 2.531
N -0.366 -0.343 -2.114
H -2.305 -0.051 -1.127
H -2.253 -1.817 -1.829
H -1.668 -1.083 0.848
H -0.776 -2.448 -0.018
H 1.129 -1.224 0.593
H -0.343 1.398 0.302
H 2.581 1.267 0.700
H 0.720 1.788 3.212
H 2.467 2.163 2.992
H 0.072 0.547 -1.811
H -0.672 -0.051 -3.010
H 0.277 -1.063 -2.371

Kohn-Sham gap, eV: 9.175
HOMO energy, Eh: -0.471
Total energy, a.u.: -290.2089
Structure (SMILES): C=C/C=C/CC[NH3+]
E_LUMO, hartree: -0.134
Charge: +1


Computed, not measured: 9 unconnected molecules or ions with the total composition C9H22Cl10N4O8, with wB97M-V/def2-TZVPD.

Positions of all 53 atoms, in Å:
C 11.280 24.180 -0.818
N 10.669 23.054 -1.493
O 9.598 23.245 -2.035
O 11.319 21.993 -1.559
H 11.681 23.904 0.158
H 10.496 24.916 -0.642
H 12.036 24.578 -1.495
C 8.787 18.248 -0.325
N 7.996 19.255 -1.151
O 8.365 19.510 -2.323
O 6.917 19.619 -0.838
H 9.512 17.721 -0.945
H 8.156 17.466 0.096
H 9.258 18.867 0.438
C 15.486 17.968 -4.354
N 16.348 16.953 -5.088
O 16.337 15.815 -4.648
O 16.956 17.270 -6.116
H 14.906 17.398 -3.627
H 14.904 18.648 -4.975
H 16.282 18.538 -3.874
C 15.749 22.040 -1.937
N 14.667 22.868 -2.466
O 14.198 23.694 -1.722
O 14.282 22.655 -3.613
H 15.527 20.998 -2.165
H 15.769 22.199 -0.859
H 16.655 22.390 -2.431
C 11.091 25.432 -5.816
Cl 12.234 26.049 -4.573
Cl 10.823 26.600 -7.127
H 11.453 24.485 -6.216
H 10.132 25.265 -5.325
C 11.647 20.463 -4.380
Cl 11.012 21.928 -5.123
Cl 12.478 19.385 -5.469
H 12.205 20.719 -3.479
H 10.815 19.986 -3.862
C 8.139 17.312 -6.460
Cl 9.281 16.581 -7.642
Cl 8.847 18.674 -5.488
H 7.213 17.699 -6.885
H 7.716 16.512 -5.852
C 10.821 21.532 -8.786
Cl 11.216 22.706 -10.065
Cl 9.207 21.876 -8.012
H 10.933 20.491 -9.092
H 11.447 21.706 -7.910
C 12.395 15.829 -6.257
Cl 11.871 15.986 -4.616
Cl 13.836 14.867 -6.427
H 11.615 15.430 -6.906
H 12.544 16.827 -6.667

Kohn-Sham gap, eV: 10.282
HOMO energy, Eh: -0.386
Total energy, a.u.: -5778.5389
Structure (SMILES): C[N+](=O)[O-].C[N+](=O)[O-].C[N+](=O)[O-].C[N+](=O)[O-].ClCCl.ClCCl.ClCCl.ClCCl.ClCCl
E_LUMO, hartree: -0.009


Computed, not measured: a single C4H6N2O molecule, with wB97M-V/def2-TZVPD.

Positions of all 13 atoms, in Å:
N -2.057 0.741 -0.721
C -0.778 0.188 -0.486
C -0.485 -1.148 -0.349
N 0.839 -1.239 0.038
C 1.355 0.011 0.161
O 2.496 0.197 0.891
C 0.414 0.928 -0.228
H -2.727 0.322 -0.086
H -2.040 1.732 -0.519
H -1.109 -2.028 -0.404
H 1.354 -2.079 0.237
H 2.139 0.413 1.766
H 0.555 2.001 -0.259

Kohn-Sham gap, eV: 8.304
HOMO energy, Eh: -0.277
Total energy, a.u.: -340.7473
Structure (SMILES): Nc1c[nH]c(O)c1
E_LUMO, hartree: 0.028


Computed, not measured: a molecular structure, C3H4N4O, with wB97M-V/def2-TZVPD.

Positions of all 12 atoms, in Å:
C 2.777 -0.040 -0.046
C 1.394 0.243 -0.060
C -0.777 -0.428 -0.136
H 3.415 0.990 0.669
H 3.392 -1.034 -0.468
H 1.088 1.278 0.528
H -3.761 -0.479 0.292
N -1.035 0.854 -0.348
N -2.342 0.924 -0.132
N -2.823 -0.280 -0.067
N -1.811 -1.189 0.101
O 0.483 -0.839 -0.334

Kohn-Sham gap, eV: 10.037
HOMO energy, Eh: -0.342
Total energy, a.u.: -410.8050
E_LUMO, hartree: 0.027


Computed, not measured: 3 unconnected molecules or ions with the total composition C4H13NO2, with wB97M-V/def2-TZVPD.

Positions of all 20 atoms, in Å:
C 1.042 -0.943 -1.391
C -0.326 -1.563 -1.015
C -1.587 -0.789 -1.442
C -2.721 -1.392 -1.715
N 0.886 0.511 -1.405
H 1.810 -1.246 -0.669
H 1.449 -1.316 -2.349
H -0.367 -2.611 -1.324
H -0.448 -1.538 0.083
H -1.558 0.274 -1.339
H -2.690 -2.461 -1.924
H -3.700 -0.922 -1.727
H 1.775 0.972 -1.535
H 0.460 0.794 -0.535
H 3.527 -2.226 3.343
H 2.079 -1.445 3.643
O 2.698 -2.159 3.785
H -0.087 6.326 2.736
H -1.411 5.578 2.645
O -0.830 6.156 2.136

Kohn-Sham gap, eV: 9.845
HOMO energy, Eh: -0.341
Total energy, a.u.: -365.3778
Structure (SMILES): C=CCCN.O.O
E_LUMO, hartree: 0.021


Computed, not measured: 2 unconnected molecules or ions with the total composition C9H22ClIN3O10PS2, with wB97M-V/def2-TZVPD.

Positions of all 49 atoms, in Å:
C 3.352 1.327 0.711
C 2.261 1.117 1.746
N 1.022 1.864 1.383
S 0.756 3.380 2.185
C 0.218 1.432 0.454
N -0.871 2.187 0.072
P -2.282 2.362 1.026
O -2.834 3.706 1.027
O -3.156 1.213 0.327
O -1.922 1.795 2.459
N 0.513 0.205 -0.134
C 0.820 0.243 -1.579
C -0.365 0.186 -2.569
C -0.328 -1.028 -3.501
S 0.686 -0.750 -4.955
O 1.391 0.480 -4.775
O 1.342 -1.980 -5.277
O -0.386 -0.454 -6.091
C -0.474 -0.800 0.283
C -0.078 -2.255 0.107
C -1.061 -3.116 0.910
I 1.872 -2.531 0.890
H 4.231 0.763 1.027
H 3.610 2.383 0.611
H 3.055 0.944 -0.266
H 2.016 0.072 1.910
H 2.565 1.510 2.713
H 0.504 2.779 3.358
H -1.110 1.992 -0.895
H -3.895 0.941 0.889
H -1.573 0.892 2.532
H 1.387 1.161 -1.751
H 1.525 -0.571 -1.773
H -1.335 0.222 -2.069
H -0.301 1.077 -3.199
H 0.164 -1.886 -3.035
H -1.320 -1.350 -3.814
H -0.715 -1.290 -6.453
H -1.426 -0.623 -0.234
H -0.652 -0.704 1.364
H -0.140 -2.614 -0.920
H -1.065 -4.136 0.519
H -0.823 -3.131 1.967
H -2.077 -2.721 0.792
O 0.280 0.197 4.007
Cl -0.622 -0.866 4.429
O 0.095 -1.840 5.192
O -1.154 -1.492 3.221
O -1.701 -0.294 5.178

Kohn-Sham gap, eV: 8.703
HOMO energy, Eh: -0.356
Total energy, a.u.: -3168.2151
E_LUMO, hartree: -0.036


Computed, not measured: 10 unconnected molecules or ions with the total composition C39H56BrN3O29, with wB97M-V/def2-TZVPD.

Positions of all 128 atoms, in Å:
C 1.364 0.688 4.213
C 1.516 -0.247 2.907
C 0.544 0.314 1.690
N -0.862 0.155 2.185
C -1.857 0.852 1.302
C -1.420 0.855 -0.258
N -1.055 0.942 -1.416
C -3.234 0.008 1.442
O -3.753 -0.002 2.791
C -5.186 0.223 2.855
C -5.421 1.269 4.093
C -2.021 2.433 1.755
Br -1.683 2.413 3.751
C -3.531 2.850 1.452
N -4.616 3.219 1.047
O -1.015 3.138 1.026
C -1.341 4.523 0.741
C -1.565 5.459 2.063
H 0.441 0.368 4.834
H 2.275 0.638 4.911
H 1.198 1.790 3.917
H 2.596 -0.231 2.527
H 1.176 -1.329 3.214
H 0.857 1.393 1.471
H 0.805 -0.361 0.781
H -1.080 -0.849 2.280
H -4.004 0.282 0.629
H -2.937 -1.096 1.208
H -5.693 -0.755 3.175
H -5.647 0.729 1.940
H -4.873 0.944 5.046
H -6.565 1.317 4.256
H -5.078 2.336 3.786
H -0.397 4.974 0.229
H -2.179 4.669 -0.053
H -1.200 6.511 1.779
H -0.867 5.050 2.877
H -2.672 5.450 2.416
C 2.930 3.971 0.073
C 3.250 5.217 -0.692
O 2.867 6.248 0.202
C 2.906 5.724 1.459
O 2.801 6.369 2.468
O 3.080 4.374 1.425
H 3.609 3.151 -0.166
H 1.899 3.638 -0.082
H 4.318 5.313 -0.910
H 2.691 5.286 -1.627
C -7.627 2.620 -0.243
C -7.590 2.043 -1.625
O -8.815 1.330 -1.708
C -9.667 1.891 -0.804
O -10.838 1.639 -0.731
O -9.017 2.773 0.004
H -7.113 3.580 -0.179
H -7.208 1.941 0.505
H -7.577 2.815 -2.401
H -6.740 1.375 -1.775
C -3.403 -4.238 3.599
C -2.667 -4.203 4.903
O -1.306 -4.150 4.502
C -1.279 -3.631 3.246
O -0.277 -3.294 2.672
O -2.531 -3.540 2.721
H -4.375 -3.745 3.655
H -3.542 -5.256 3.224
H -2.898 -3.309 5.490
H -2.859 -5.086 5.514
C 3.838 8.779 4.480
C 4.648 7.945 5.423
O 5.901 8.614 5.448
C 5.670 9.909 5.092
O 6.483 10.788 5.172
O 4.398 10.076 4.633
H 2.777 8.783 4.734
H 3.953 8.465 3.439
H 4.233 7.933 6.435
H 4.764 6.917 5.075
C 1.665 10.484 1.565
C 1.715 9.912 0.185
O 0.495 9.190 0.091
C -0.367 9.743 0.990
O -1.538 9.483 1.054
O 0.272 10.629 1.805
H 2.173 11.448 1.636
H 2.085 9.806 2.315
H 1.728 10.685 -0.590
H 2.571 9.250 0.041
C 1.180 -3.027 -0.200
C 1.015 -3.974 -1.347
O 2.093 -3.628 -2.206
C 3.047 -3.039 -1.433
O 4.157 -2.777 -1.809
O 2.580 -2.786 -0.179
H 0.846 -3.456 0.745
H 0.661 -2.078 -0.363
H 1.124 -5.020 -1.047
H 0.058 -3.850 -1.856
C 2.343 -5.428 -5.839
C 3.101 -6.606 -5.314
O 2.503 -6.833 -4.045
C 1.252 -6.301 -4.092
O 0.414 -6.464 -3.245
O 1.070 -5.564 -5.220
H 2.250 -5.443 -6.926
H 2.784 -4.475 -5.534
H 2.968 -7.499 -5.932
H 4.167 -6.402 -5.210
C -1.558 -9.300 -3.386
C -1.558 -10.123 -4.637
O -0.716 -11.216 -4.301
C -0.731 -11.331 -2.943
O -0.260 -12.253 -2.336
O -1.350 -10.265 -2.364
H -2.502 -8.772 -3.234
H -0.739 -8.576 -3.360
H -2.552 -10.506 -4.886
H -1.163 -9.577 -5.495
C 6.868 -8.744 -7.245
C 6.141 -9.151 -8.490
O 5.076 -8.214 -8.561
C 5.464 -7.114 -7.860
O 4.871 -6.069 -7.856
O 6.610 -7.349 -7.165
H 7.940 -8.938 -7.306
H 6.468 -9.229 -6.350
H 6.759 -9.051 -9.387
H 5.759 -10.171 -8.435

Kohn-Sham gap, eV: 9.482
HOMO energy, Eh: -0.354
Total energy, a.u.: -6439.8298
Structure (SMILES): CCCN[C@@](C#N)(COCC)[C@](Br)(C#N)OCC.O=C1OCCO1.O=C1OCCO1.O=C1OCCO1.O=C1OCCO1.O=C1OCCO1.O=C1OCCO1.O=C1OCCO1.O=C1OCCO1.O=C1OCCO1
E_LUMO, hartree: -0.005


Computed, not measured: 8 unconnected molecules or ions with the total composition H14IO7, with wB97M-V/def2-TZVPD.

Positions of all 22 atoms, in Å:
I -3.747 -24.303 -18.601
O -5.775 -22.228 -16.678
H -5.124 -22.774 -17.180
H -5.581 -21.319 -16.926
O -5.383 -21.391 -20.249
H -5.146 -22.208 -19.774
H -4.773 -20.731 -19.905
O -7.418 -24.708 -17.319
H -6.684 -24.677 -17.948
H -7.229 -23.974 -16.722
O -3.781 -25.311 -15.088
H -2.993 -25.836 -14.909
H -3.712 -25.091 -16.035
O -1.188 -26.675 -17.707
H -2.018 -26.217 -17.942
H -0.610 -26.519 -18.460
O -1.044 -23.396 -20.917
H -0.675 -24.276 -20.806
H -1.633 -23.288 -20.150
O -6.170 -24.278 -21.478
H -5.674 -24.602 -20.711
H -5.593 -23.609 -21.865

Kohn-Sham gap, eV: 8.747
HOMO energy, Eh: -0.218
Total energy, a.u.: -832.9049
E_LUMO, hartree: 0.103
Charge: -1


Computed, not measured: a single C4H5NO molecule, with wB97M-V/def2-TZVPD.

Positions of all 11 atoms, in Å:
C -0.911 0.309 -0.853
N -0.851 -0.713 0.023
C 0.045 -0.898 1.097
O 0.002 -1.933 1.732
C 1.041 0.142 1.177
C 1.398 0.893 0.197
H -1.383 0.068 -1.825
H 0.786 0.694 -0.861
H -1.053 1.317 -0.488
H -1.141 -1.620 -0.340
H 2.067 1.740 0.143

Kohn-Sham gap (spin up / spin down), eV: 7.339 / 8.149
HOMO energy (spin up / spin down), Eh: -0.295 / -0.316
Total energy, a.u.: -285.2493
E_LUMO (spin up / spin down), hartree: -0.025 / -0.016


Computed, not measured: 2 unconnected molecules or ions with the total composition C9H20N2P, with wB97M-V/def2-TZVPD.

Positions of all 32 atoms, in Å:
C 3.629 1.051 0.170
C 2.566 1.085 -1.078
C -3.591 0.349 -0.742
C -2.440 1.259 -0.590
C 2.849 0.303 1.288
C 1.964 -0.297 -0.998
C -3.092 -1.001 -0.253
C -1.654 0.742 0.678
C 0.886 -1.299 0.868
N 1.808 -0.514 0.423
N -2.110 -0.593 0.797
P -0.282 -2.087 -0.332
H 4.539 0.585 -0.192
H 3.793 2.136 0.458
H 1.664 1.800 -0.712
H 2.909 1.421 -2.104
H -4.539 0.697 -0.236
H -3.971 0.387 -1.748
H -1.820 1.413 -1.433
H -2.714 2.304 -0.395
H 3.520 -0.397 1.969
H 2.350 1.136 1.897
H 1.017 -0.354 -1.455
H 2.725 -1.049 -1.430
H -3.888 -1.528 0.390
H -2.558 -1.645 -0.960
H -0.558 0.842 0.676
H -1.903 1.328 1.635
H 0.911 -1.398 1.906
H -2.088 -0.890 1.746
H 0.806 -2.824 -0.873
H -0.729 -2.964 0.630

Kohn-Sham gap, eV: 7.922
HOMO energy, Eh: -0.433
Total energy, a.u.: -805.4415
E_LUMO, hartree: -0.142
Charge: +1


Computed, not measured: a single C5H6O molecule, with wB97M-V/def2-TZVPD.

Positions of all 12 atoms, in Å:
C 2.679 -0.241 0.092
C 1.239 0.043 0.040
C 0.047 0.228 -0.016
C -1.378 0.589 -0.039
C -2.514 -0.462 -0.149
O -3.523 -0.254 0.480
H 2.898 -1.019 0.831
H 3.267 0.644 0.360
H 3.042 -0.592 -0.879
H -1.538 1.332 -0.836
H -1.649 1.099 0.893
H -2.571 -1.368 -0.777

Kohn-Sham gap, eV: 10.443
HOMO energy, Eh: -0.352
Total energy, a.u.: -269.2763
Structure (SMILES): CC#CCC=O
E_LUMO, hartree: 0.032